--- i ---
Below is a structure of composition C4H6NO, with properties calculated with the ωB97M-V functional and the def2-TZVPD basis.

ORCA input file:
```
! RIJCOSX wB97M-V def2-TZVPD def2/J DEFGRID3
* xyz 1 1
O -3.5915 -0.1892 -0.0453
N -0.3809 -0.1923 -0.0101
C 1.0184 -0.3185 -0.0409
C -2.4485 0.0146 0.0877
C -1.3067 -0.6933 0.6878
C -1.3161 0.8486 -0.6457
H -1.2048 1.8365 -0.2475
H 1.2449 -1.3990 0.1291
H -0.9853 -1.5077 1.7329
H -1.3036 0.9606 -1.7547
H 1.3679 0.1034 -1.0438
H 1.3107 0.3022 0.7767
*
```

Molar mass: 84.1 g/mol
Orbital gap: 9.53 eV

These are the Löwdin partial charges, in e, on atoms 1 to 6: number 1, O, carries 0.24; number 2, N, carries -0.09; number 3, C, carries 0.03; number 4, C, carries -0.29; number 5, C, carries 0.08; number 6, C, carries 0.08

--- ii ---
Below is the ion C4H6NO with charge +1, with properties calculated with the ωB97M-V functional and the def2-TZVPD basis.

ORCA input file:
```
! RIJCOSX wB97M-V def2-TZVPD def2/J DEFGRID3
* xyz 1 1
O 0.1943 2.5228 -1.4376
N -0.6749 -1.2189 -0.2877
C 0.5295 1.6661 -0.7805
C -1.4113 -0.0509 0.2417
C 1.0704 0.6340 0.0372
C 0.0036 -0.2886 0.6336
H -2.1981 -0.3082 0.9338
H 1.8285 0.0848 -0.5440
H 1.6182 1.1144 0.8636
H -0.8640 -2.1630 0.0562
H 0.3306 -0.7663 1.5581
H -0.4268 -1.2263 -1.2744
*
```

Molar mass: 84.1 g/mol
Orbital gap: 7.18 eV

These are the Löwdin partial charges, in e, on atoms 1 to 6: number 1, O, carries 0.40; number 2, N, carries 0.05; number 3, C, carries 0.05; number 4, C, carries -0.06; number 5, C, carries -0.04; number 6, C, carries -0.29

Which structure is most stable? i, by 102.5 kJ/mol over the runner-up.

--- i ---
Below is the ion C5H14NO with charge +1, with properties calculated with the ωB97M-V functional and the def2-TZVPD basis.

ORCA input file:
```
! RIJCOSX wB97M-V def2-TZVPD def2/J DEFGRID3
* xyz 1 1
O -1.0152 -0.6320 -1.5692
N 1.6116 -1.5075 -0.4844
C -0.0007 -0.4421 1.0522
C 0.1340 0.2299 -1.4505
C -1.3218 1.8056 1.0097
C -0.3312 0.9140 1.7661
C 0.8725 -0.2042 -0.1920
H -0.8465 2.7658 0.8285
H 1.9047 -1.9143 0.4041
H -0.6027 0.7402 2.7959
H -0.0286 1.3060 -1.3995
H 0.5750 -0.0536 -2.4254
H 0.5899 -1.0243 1.7633
H 0.6831 1.3501 1.8236
H 2.3579 -1.3822 -1.1649
H -1.8189 -0.1232 -1.5141
H -2.2418 1.9582 1.5960
H -1.7918 1.1966 0.2469
H 0.9265 -2.1911 -0.8119
H -0.8844 -1.0265 0.8163
H 1.5900 0.5271 0.2040
*
```

Molar mass: 104.2 g/mol
SMILES: CCC[C@@H]([NH3+])CO
Orbital gap: 11.42 eV

These are the Löwdin partial charges, in e, on atoms 1 to 6: number 1, O, carries -0.06; number 2, N, carries 0.24; number 3, C, carries -0.16; number 4, C, carries -0.18; number 5, C, carries -0.08; number 6, C, carries -0.21

--- ii ---
Below is a cluster of 2 separate species, C5H14NO in total, with properties calculated with the ωB97M-V functional and the def2-TZVPD basis.

ORCA input file:
```
! RIJCOSX wB97M-V def2-TZVPD def2/J DEFGRID3
* xyz 1 1
O -1.6352 0.1255 -0.4984
N 0.2492 0.0021 1.5647
C -0.0786 -1.5580 -1.1847
C -0.1496 0.6685 -2.3904
C 1.5237 -0.6949 1.8851
C 0.4255 1.4415 1.5196
C -0.5806 -0.3165 -1.3389
H -0.4934 -0.2462 2.2132
H -0.4133 1.9411 0.9889
H 0.4761 1.4621 -1.9347
H -0.6840 -2.3367 -0.7214
H 1.9102 -0.2722 2.8013
H -0.1230 -0.4001 0.6626
H 0.4938 0.1054 -3.0815
H 2.2181 -0.5425 1.0630
H -1.9282 0.9966 -0.8067
H 0.8368 -1.8655 -1.7257
H 1.3202 -1.7420 1.9901
H -0.9626 1.1468 -2.9078
H 0.4863 1.8014 2.5543
H 1.3577 1.6896 0.9938
*
```

Molar mass: 104.2 g/mol
Orbital gap: 10.28 eV

These are the Löwdin partial charges, in e, on atoms 1 to 6: number 1, O, carries -0.01; number 2, N, carries -0.07; number 3, C, carries 0.05; number 4, C, carries -0.02; number 5, C, carries 0.01; number 6, C, carries -0.03

--- iii ---
Below is a cluster of 2 separate species, C5H14NO in total, with properties calculated with the ωB97M-V functional and the def2-TZVPD basis.

ORCA input file:
```
! RIJCOSX wB97M-V def2-TZVPD def2/J DEFGRID3
* xyz 1 1
O 1.9959 2.2500 -0.8165
N -0.2390 0.5521 -0.5478
C -1.0912 1.0483 0.6397
C 0.4201 -0.7106 -0.0550
C -1.6591 -0.2441 1.1375
C 0.6360 -1.7471 -1.1302
C -0.4242 -1.1525 1.1609
H -1.7634 1.7463 0.1420
H -0.4292 1.5725 1.3201
H 1.6489 -2.0467 -1.3663
H -2.4350 -0.6590 0.5087
H 2.3484 2.7213 -0.0520
H -0.5871 -2.2248 1.2308
H 1.3641 -0.3609 0.3557
H 0.2206 -2.7458 -0.9565
H 0.1502 -0.8916 2.0524
H -0.9098 0.4160 -1.3029
H 0.4748 1.2493 -0.8138
H 0.2054 -1.4208 -2.0807
H -2.1020 -0.2111 2.1198
H 2.1757 2.8591 -1.5460
*
```

Molar mass: 104.2 g/mol
Orbital gap: 12.74 eV

These are the Löwdin partial charges, in e, on atoms 1 to 6: number 1, O, carries -0.03; number 2, N, carries 0.08; number 3, C, carries -0.08; number 4, C, carries -0.30; number 5, C, carries -0.15; number 6, C, carries -0.02

Which structure is most stable? iii, by 118.3 kJ/mol over the runner-up.

--- i ---
Below is a cluster of 3 separate species, C5H14NO in total, with properties calculated with the ωB97M-V functional and the def2-TZVPD basis.

ORCA input file:
```
! RIJCOSX wB97M-V def2-TZVPD def2/J DEFGRID3
* xyz 1 1
O 1.7344 -1.2826 -1.0749
N 4.0390 -0.9714 1.1480
C -0.8157 0.6348 0.0750
C -1.7594 -0.4302 0.4570
C -1.3127 1.6189 -0.9921
C -3.2347 -0.4335 0.1124
C 0.5918 0.9578 0.4926
H -1.5233 1.2306 -1.9976
H -3.8459 -1.1542 0.6337
H 1.4344 -2.2011 -0.9423
H -3.7389 0.5451 0.5455
H 4.6827 -0.2186 0.9029
H 1.0720 1.7297 -0.0926
H -1.6163 -1.2527 1.1913
H 1.1494 -0.6478 -0.5498
H 4.3938 -1.8512 1.3953
H -1.9623 2.3973 -0.7028
H 3.4040 -0.9683 0.3097
H -0.4024 2.2874 -1.3440
H -3.3693 -0.5791 -0.9536
H 1.0792 0.5893 1.3862
*
```

Molar mass: 104.2 g/mol
Orbital gap: 4.63 eV

These are the Löwdin partial charges, in e, on atoms 1 to 6: number 1, O, carries -0.07; number 2, N, carries 0.01; number 3, C, carries -0.21; number 4, C, carries 0.10; number 5, C, carries -0.07; number 6, C, carries -0.04

--- ii ---
Below is a cluster of 2 separate species, C5H14NO in total, with properties calculated with the ωB97M-V functional and the def2-TZVPD basis.

ORCA input file:
```
! RIJCOSX wB97M-V def2-TZVPD def2/J DEFGRID3
* xyz 1 1
O -0.7779 1.4691 -0.6563
N 0.1500 -0.2409 1.3786
C 0.1225 1.2590 -1.7020
C 0.5003 0.0270 -2.0083
C -0.3676 -1.6579 1.2469
C 0.5537 2.4977 -2.4165
C -0.4921 -2.3081 2.6115
H -0.1014 0.3377 0.5571
H -0.3219 2.9453 -2.8980
H 0.4554 -2.3181 3.1476
H -0.2701 0.2153 2.1941
H 0.0732 -0.8517 -1.5407
H 1.2264 -0.1182 -2.7873
H -1.1181 2.3712 -0.7334
H -0.8242 -3.3361 2.4872
H 1.1634 -0.2211 1.5021
H -1.3209 -1.5874 0.7308
H 0.9850 3.2393 -1.7442
H 1.2638 2.2597 -3.2015
H -1.2466 -1.8015 3.2154
H 0.3470 -2.1803 0.6169
*
```

Molar mass: 104.2 g/mol
Orbital gap: 9.81 eV

These are the Löwdin partial charges, in e, on atoms 1 to 6: number 1, O, carries -0.02; number 2, N, carries 0.18; number 3, C, carries -0.44; number 4, C, carries 0.07; number 5, C, carries -0.20; number 6, C, carries -0.02

--- iii ---
Below is a cluster of 2 separate species, C5H14NO in total, with properties calculated with the ωB97M-V functional and the def2-TZVPD basis.

ORCA input file:
```
! RIJCOSX wB97M-V def2-TZVPD def2/J DEFGRID3
* xyz 1 1
O 0.8196 -2.4709 -1.9402
N -0.6531 -0.5688 -0.1699
C 0.0014 -0.2757 2.1936
C 0.4978 -0.1955 0.7707
C 0.7757 1.2664 0.3701
C -0.1143 1.6051 -0.8285
C -1.3123 0.7041 -0.6183
H -1.1658 -1.3815 0.1453
H -0.1558 -0.8899 -1.0106
H -0.3984 2.6460 -0.6902
H 1.6035 -2.0515 -2.3268
H 0.3420 1.5041 -1.8042
H 1.2371 -0.9516 0.5527
H 0.4546 1.8754 1.2068
H -0.2069 -1.2828 2.5620
H 1.8142 1.4728 0.1620
H 0.7137 0.2038 2.8605
H 0.5741 -3.0579 -2.6246
H -2.0047 0.5499 -1.4233
H -1.8637 1.0718 0.2510
H -0.9588 0.2267 2.3620
*
```

Molar mass: 104.2 g/mol
Orbital gap: 13.12 eV

These are the Löwdin partial charges, in e, on atoms 1 to 6: number 1, O, carries -0.02; number 2, N, carries 0.08; number 3, C, carries -0.04; number 4, C, carries -0.28; number 5, C, carries -0.12; number 6, C, carries -0.14

--- iv ---
Below is the ion C5H14NO with charge +1, with properties calculated with the ωB97M-V functional and the def2-TZVPD basis.

ORCA input file:
```
! RIJCOSX wB97M-V def2-TZVPD def2/J DEFGRID3
* xyz 1 1
O 0.1561 0.3636 -1.5672
N 0.7739 -0.8246 0.3503
C -1.6017 0.2939 0.3357
C 2.1643 -1.2828 0.1811
C 0.1896 0.5084 -0.2292
C 0.8423 1.7466 0.4169
C -2.4388 -0.6513 -0.4485
H -2.4481 -0.6642 -1.5418
H 0.0746 -1.3364 -0.1828
H -3.6225 -0.5314 -0.3085
H 0.5341 1.1861 -2.0390
H 2.8368 -0.5548 0.5624
H -2.3395 -1.6400 -0.1561
H 1.8696 1.8414 0.0160
H 0.8293 1.5770 1.5105
H 2.2446 -2.1080 0.9058
H 0.6923 -0.6917 1.3724
H -1.5063 0.1116 1.4437
H 0.1691 2.6045 -0.0985
H -1.9254 1.3191 0.3612
H 2.5055 -1.2669 -0.8844
*
```

Molar mass: 104.2 g/mol
SMILES: CC[C@](C)(O)[NH2+]C
Orbital gap: 10.81 eV

These are the Löwdin partial charges, in e, on atoms 1 to 6: number 1, O, carries 0.03; number 2, N, carries 0.04; number 3, C, carries -0.11; number 4, C, carries 0.00; number 5, C, carries -0.49; number 6, C, carries 0.00

Which structure is most stable? iii, by 59.3 kJ/mol over the runner-up.